A | {
  "formula": "C2H5N3O2S",
  "method": "the ωB97M-V functional and the def2-TZVPD basis",
  "total_charge": 0,
  "homo_lumo_gap_ev": 9.271,
  "elements": ["C", "C", "H", "H", "H", "H", "H", "N", "N", "N", "O", "O", "S"],
  "coordinates": [[0.430, -0.628, 1.169], [-0.011, -0.574, -1.202], [-0.649, -1.178, 3.327], [-0.107, 1.069, 2.078], [0.648, -2.308, 2.022], [0.204, -1.654, -1.159], [-1.260, 1.734, -3.584], [0.522, 0.197, 2.246], [0.362, -1.932, 1.154], [-0.392, -0.051, -2.243], [0.211, -0.548, 3.351], [0.228, 0.120, -0.040], [-0.519, 1.592, -2.317]]
}

B | {
  "formula": "C2H5N3O2S",
  "method": "the ωB97M-V functional and the def2-TZVPD basis",
  "total_charge": 0,
  "homo_lumo_gap_ev": 9.441,
  "elements": ["C", "C", "H", "H", "H", "H", "H", "N", "N", "N", "O", "O", "S"],
  "coordinates": [[-0.471, 1.134, 0.105], [0.318, -0.178, 0.077], [-0.414, 2.941, -0.381], [1.096, 2.157, -0.723], [-0.158, -2.414, 0.273], [-2.687, -1.097, 0.798], [3.003, -1.372, 0.586], [-0.048, 2.103, -0.862], [-0.490, -1.368, -0.003], [1.565, -0.229, 0.072], [-1.579, 1.203, 0.701], [2.056, -1.534, -0.218], [-2.191, -1.346, -0.426]]
}

Which structure is the most stable? The one labeled A.

A | {
  "formula": "C7H13NO4S2",
  "method": "the ωB97M-V functional and the def2-TZVPD basis",
  "total_charge": 0,
  "homo_lumo_gap_ev": 9.315,
  "elements": ["C", "C", "C", "C", "C", "C", "C", "N", "O", "O", "O", "O", "S", "S", "H", "H", "H", "H", "H", "H", "H", "H", "H", "H", "H", "H", "H"],
  "coordinates": [[3.034, 1.133, 0.619], [-1.947, 1.077, 2.069], [3.459, -1.347, 0.031], [3.237, -0.085, -0.336], [-2.216, 1.362, 0.811], [-0.026, -0.315, -0.983], [-1.380, -0.215, -1.798], [-0.763, -3.010, -0.379], [-3.858, -0.853, 0.814], [-4.124, 1.024, -0.866], [-0.421, -0.448, 0.318], [-2.454, -0.675, -1.041], [-1.237, -2.090, 0.598], [-3.280, 0.212, -0.034], [2.246, 1.875, 0.256], [2.992, 0.735, 1.632], [-1.269, 1.743, 2.709], [-2.170, 0.225, 2.610], [3.350, -1.593, 1.169], [3.475, -2.062, -0.735], [3.222, -0.001, -1.471], [-2.140, 2.349, 0.546], [0.631, 0.517, -0.999], [0.543, -1.156, -1.224], [-1.586, -0.822, -2.711], [-1.396, 0.874, -2.139], [4.079, 1.546, 0.535]]
}

B | {
  "formula": "C7H13NO4S2",
  "method": "the ωB97M-V functional and the def2-TZVPD basis",
  "total_charge": 0,
  "homo_lumo_gap_ev": 8.820,
  "elements": ["C", "C", "C", "C", "C", "C", "C", "N", "O", "O", "O", "O", "S", "S", "H", "H", "H", "H", "H", "H", "H", "H", "H", "H", "H", "H", "H"],
  "coordinates": [[-1.775, -2.157, 0.573], [1.966, -2.506, 0.691], [-1.684, 0.893, -2.125], [-1.252, -1.475, -0.413], [2.094, -1.236, 0.960], [-0.198, 1.968, 0.873], [1.079, 2.326, 0.083], [-3.215, 0.507, -0.044], [3.602, -0.124, -0.878], [1.219, -0.033, -1.389], [-0.571, 0.654, 0.586], [2.102, 1.418, 0.418], [-1.770, 0.344, -0.592], [2.268, 0.005, -0.372], [-1.484, -3.208, 0.799], [-2.352, -1.614, 1.372], [1.794, -3.367, 1.395], [1.837, -2.698, -0.421], [-2.278, 1.737, -2.387], [-0.684, 0.913, -2.426], [-0.511, -1.624, -1.190], [1.953, -0.823, 1.889], [-0.948, 2.603, 0.671], [0.094, 2.019, 1.956], [1.353, 3.427, 0.323], [1.032, 2.146, -0.975], [-3.670, -0.098, 0.621]]
}

Which structure is the most stable? The one labeled A.

A | {
  "formula": "C2H4ClFN2",
  "method": "the ωB97M-V functional and the def2-TZVPD basis",
  "total_charge": 0,
  "homo_lumo_gap_ev": 10.598,
  "elements": ["C", "C", "H", "H", "H", "H", "N", "N", "F", "Cl"],
  "coordinates": [[0.445, 0.822, -0.231], [0.850, -0.597, -0.569], [-2.212, 0.655, 1.365], [-1.210, -0.674, 1.313], [1.057, 1.655, -0.447], [-0.081, -1.151, -0.948], [-1.582, 0.103, 0.751], [-0.634, 1.085, 0.391], [1.408, -1.259, 0.391], [1.960, -0.640, -2.017]]
}

B | {
  "formula": "C2H4ClFN2",
  "method": "the ωB97M-V functional and the def2-TZVPD basis",
  "total_charge": 0,
  "homo_lumo_gap_ev": 10.567,
  "elements": ["C", "C", "H", "H", "H", "H", "N", "N", "F", "Cl"],
  "coordinates": [[-0.502, 0.002, -0.144], [0.839, 0.527, 0.355], [-1.655, -1.515, -0.119], [0.036, -1.965, 0.208], [-0.883, 1.596, -0.791], [0.883, 0.435, 1.407], [-0.735, -1.290, 0.260], [-1.249, 0.715, -0.885], [0.936, 1.884, 0.145], [2.330, -0.387, -0.435]]
}

Which structure is the most stable? The one labeled B.

A | {
  "formula": "C5H10OS",
  "method": "the ωB97M-V functional and the def2-TZVPD basis",
  "total_charge": 0,
  "homo_lumo_gap_ev": 9.066,
  "elements": ["C", "C", "C", "C", "C", "O", "S", "H", "H", "H", "H", "H", "H", "H", "H", "H", "H"],
  "coordinates": [[-0.936, -0.358, 1.150], [0.286, -2.136, 1.196], [1.001, 0.984, -0.062], [-1.304, 0.385, -1.097], [-0.515, 0.742, 0.207], [-2.697, 0.951, 2.269], [-2.215, -0.393, 2.193], [0.265, -2.303, 2.390], [-0.175, -2.804, 0.466], [1.315, -1.847, 0.943], [1.467, 0.107, 0.087], [1.388, 1.642, 0.671], [1.179, 1.365, -1.151], [-2.339, 0.558, -0.948], [-0.795, 0.828, -1.987], [-1.231, -0.765, -1.236], [-0.939, 1.716, 0.609]]
}

B | {
  "formula": "C5H10OS",
  "method": "the ωB97M-V functional and the def2-TZVPD basis",
  "total_charge": 0,
  "homo_lumo_gap_ev": 9.084,
  "elements": ["C", "C", "C", "C", "C", "H", "H", "H", "H", "H", "H", "H", "H", "H", "H", "O", "S"],
  "coordinates": [[1.860, -0.548, 2.055], [0.796, -0.527, 0.982], [-1.289, 0.927, -0.292], [-1.670, -0.294, -1.040], [-0.916, 0.811, -1.716], [2.573, 0.306, 1.915], [1.433, -0.360, 3.011], [2.408, -1.458, 2.075], [1.204, -0.653, 0.008], [0.093, -1.314, 1.159], [-2.102, 1.592, -0.093], [-2.675, -0.509, -1.225], [-1.122, -1.184, -0.767], [-1.435, 1.443, -2.377], [0.507, 0.070, -2.778], [0.450, 0.656, -2.002], [-0.117, 1.042, 1.084]]
}

C | {
  "formula": "C5H10OS",
  "method": "the ωB97M-V functional and the def2-TZVPD basis",
  "total_charge": 0,
  "homo_lumo_gap_ev": 8.523,
  "elements": ["C", "C", "C", "C", "C", "O", "S", "H", "H", "H", "H", "H", "H", "H", "H", "H", "H"],
  "coordinates": [[1.910, -1.536, 0.169], [0.684, 0.322, 0.271], [-1.454, -0.833, -0.237], [-1.163, 1.721, 0.042], [-0.566, 0.430, -0.480], [3.359, 0.652, 0.381], [2.340, 0.055, -0.410], [2.180, -1.795, 1.177], [1.396, -2.239, -0.496], [0.448, -0.091, 1.280], [-1.747, -0.751, 0.824], [-0.868, -1.712, -0.480], [-2.287, -0.718, -0.938], [-1.348, 1.431, 0.992], [-2.101, 1.903, -0.376], [-0.420, 2.619, -0.126], [-0.361, 0.542, -1.593]]
}

Which structure is the most stable? The one labeled B.